No. 1
{
  "formula": "C23H32IrN8O5",
  "method": "wB97M-V/def2-TZVPD",
  "multiplicity": 5,
  "charge": -1,
  "homo_ev": [-4.09, -5.14],
  "lumo_energy_ha": [0.074, 0.074],
  "symbols": ["Ir", "O", "C", "O", "C", "C", "C", "N", "C", "C", "C", "O", "O", "H", "H", "H", "C", "N", "C", "C", "C", "N", "C", "O", "N", "H", "H", "H", "H", "H", "H", "H", "C", "N", "C", "N", "C", "N", "C", "N", "C", "C", "H", "H", "H", "H", "H", "H", "H", "H", "H", "H", "H", "H", "C", "C", "C", "C", "C", "H", "H", "H", "H", "H", "H", "H", "H", "H", "H"],
  "xyz": [[-0.260, 1.036, 0.319], [-2.858, -5.543, -0.686], [-2.273, -5.182, 0.349], [-2.070, -5.778, 1.426], [-1.703, -3.740, 0.304], [-0.825, -3.305, 1.290], [-0.342, -2.015, 1.251], [-0.711, -1.142, 0.306], [-1.553, -1.550, -0.653], [-2.047, -2.842, -0.699], [-1.910, -0.488, -1.677], [-2.373, -0.824, -2.756], [-1.677, 0.718, -1.291], [-0.554, -3.995, 2.078], [0.357, -1.644, 1.992], [-2.700, -3.152, -1.502], [-4.471, 1.007, 3.743], [-3.043, 0.768, 3.908], [-2.532, 0.269, 5.053], [-1.214, 0.012, 5.199], [-0.397, 0.255, 4.051], [-0.894, 0.692, 2.923], [-2.208, 1.018, 2.799], [-2.677, 1.506, 1.785], [0.933, 0.008, 4.070], [-4.929, 1.106, 4.725], [-4.935, 0.184, 3.199], [-4.611, 1.918, 3.169], [-3.243, 0.095, 5.850], [-0.816, -0.381, 6.121], [1.404, -0.178, 4.935], [1.460, 0.386, 3.295], [0.977, 1.428, -2.762], [1.434, 0.640, -1.598], [1.478, -0.779, -2.000], [2.378, -0.994, -3.133], [1.900, -0.170, -4.248], [1.870, 1.256, -3.908], [3.218, 1.661, -3.511], [3.726, 0.885, -2.374], [2.797, 1.065, -1.256], [3.711, -0.531, -2.756], [0.952, 2.480, -2.470], [-0.034, 1.115, -3.022], [0.478, -1.103, -2.283], [1.812, -1.374, -1.147], [0.893, -0.491, -4.517], [2.564, -0.317, -5.104], [3.203, 2.718, -3.236], [3.894, 1.527, -4.358], [2.766, 2.115, -0.963], [3.140, 0.480, -0.400], [4.068, -1.127, -1.913], [4.390, -0.675, -3.600], [0.364, 4.413, -0.139], [0.850, 3.870, 1.212], [-0.227, 4.179, 2.269], [2.144, 4.593, 1.598], [1.070, 2.373, 1.143], [0.124, 5.479, -0.073], [-0.530, 3.877, -0.469], [1.136, 4.285, -0.902], [-0.385, 5.260, 2.364], [0.071, 3.786, 3.245], [-1.172, 3.709, 1.987], [1.999, 5.677, 1.638], [2.934, 4.382, 0.872], [2.492, 4.260, 2.579], [1.928, 2.058, 1.750]]
}

***

No. 2
{
  "formula": "C23H32N10O11S2",
  "method": "wB97M-V/def2-TZVPD",
  "multiplicity": 1,
  "charge": 0,
  "homo_ev": -8.73,
  "lumo_energy_ha": -0.012,
  "smiles": "NC[C@@]1(N=C=S)OS(=O)(=O)O[C@]1(CC(=O)c1ccccc1)OC(=O)c1ccccc1.NC(N)=O.NC(N)=O.NC(N)=O.NC(N)=O",
  "symbols": ["N", "C", "C", "N", "C", "S", "O", "S", "O", "O", "O", "C", "C", "C", "O", "C", "C", "C", "C", "C", "C", "O", "C", "O", "C", "C", "C", "C", "C", "C", "H", "H", "H", "H", "H", "H", "H", "H", "H", "H", "H", "H", "H", "H", "H", "H", "N", "C", "N", "O", "H", "H", "H", "H", "N", "C", "N", "O", "H", "H", "H", "H", "N", "C", "N", "O", "H", "H", "H", "H", "N", "C", "N", "O", "H", "H", "H", "H"],
  "xyz": [[-1.331, -0.227, -5.425], [-1.683, 0.747, -4.365], [-0.435, 1.613, -3.878], [0.683, 0.654, -3.831], [0.634, -0.124, -2.880], [0.472, -1.472, -2.017], [-0.170, 2.449, -5.059], [-1.067, 3.818, -4.955], [-0.482, 4.900, -5.713], [-2.465, 3.757, -5.351], [-0.963, 3.953, -3.319], [-0.626, 2.669, -2.717], [-1.936, 2.414, -1.812], [-1.689, 2.782, -0.295], [-1.956, 3.899, 0.093], [-1.093, 1.760, 0.722], [-0.373, 2.241, 1.914], [0.205, 1.253, 2.809], [0.096, -0.185, 2.539], [-0.639, -0.682, 1.376], [-1.215, 0.333, 0.479], [0.371, 2.831, -1.725], [1.647, 3.153, -2.241], [1.918, 4.117, -2.892], [2.765, 2.125, -1.886], [3.878, 1.806, -2.761], [4.813, 0.779, -2.279], [4.644, 0.091, -0.998], [3.520, 0.433, -0.111], [2.592, 1.451, -0.583], [-0.897, -1.052, -4.994], [-0.620, 0.153, -6.054], [-2.550, 1.351, -4.729], [-2.041, 0.119, -3.499], [-2.280, 1.350, -1.835], [-2.749, 3.089, -2.192], [-0.306, 3.344, 2.056], [0.771, 1.623, 3.692], [0.560, -0.925, 3.223], [-0.715, -1.776, 1.175], [-1.766, -0.040, -0.421], [4.002, 2.307, -3.748], [5.689, 0.452, -2.895], [5.334, -0.708, -0.643], [3.331, -0.070, 0.864], [1.720, 1.695, 0.079], [-3.599, -3.246, 4.505], [-2.828, -3.087, 3.394], [-2.991, -4.054, 2.448], [-2.054, -2.152, 3.258], [-4.241, -4.008, 4.634], [-3.509, -2.554, 5.227], [-2.440, -3.975, 1.612], [-3.626, -4.833, 2.545], [9.329, -0.916, -2.842], [8.178, -1.601, -2.597], [7.885, -2.572, -3.506], [7.464, -1.363, -1.637], [9.929, -1.095, -3.625], [9.577, -0.191, -2.192], [7.042, -3.099, -3.357], [8.458, -2.784, -4.301], [-7.876, -4.755, 2.313], [-6.528, -4.612, 2.413], [-6.071, -3.342, 2.284], [-5.776, -5.561, 2.607], [-8.508, -3.993, 2.156], [-8.247, -5.685, 2.405], [-5.075, -3.208, 2.353], [-6.661, -2.546, 2.126], [-1.669, 0.857, 7.197], [-0.488, 1.010, 6.534], [0.157, 2.185, 6.781], [-0.045, 0.163, 5.780], [-2.052, 1.541, 7.821], [-2.174, 0.003, 7.039], [1.033, 2.334, 6.310], [-0.191, 2.895, 7.398]]
}

***

One value per record, in order, for energy: -49367.0834; -83463.6323 eV.